Computed, not measured: one molecule with the formula C18H19N5O2, with the ωB97M-V functional and the def2-TZVPD basis.

Summary:
Strongest force on any atom in eV Å⁻¹: 1.4
Energy relative to the best compared isomer or geometry (same formula, charge and spin) in kcal per mole: 36.3
Frontier orbital gap in hartree: 0.3318
LUMO energy in eV: 0.78

Cartesian coordinates (Å):
C1 -2.7944 3.4946 -3.1734
C2 -1.8628 2.3378 -3.1300
C3 -0.8577 1.9534 -3.9752
C4 -0.3135 0.7704 -3.4362
C5 -1.0295 0.5144 -2.2942
C6 -0.8663 -0.5296 -1.3337
N1 0.0875 -1.4838 -1.4295
N2 -0.0153 -2.2071 -0.3744
N3 -0.9936 -1.7162 0.3457
C7 -1.3683 -2.2552 1.6097
C8 -1.3794 -1.2877 2.8036
O1 -2.0305 -1.5791 3.7840
N4 -0.6694 -0.1433 2.7535
C9 0.1543 0.4063 1.7376
C10 -0.2227 1.6178 1.1645
C11 0.5410 2.1747 0.1582
C12 1.6790 1.5238 -0.2893
C13 2.0736 0.3321 0.2935
C14 1.3255 -0.2251 1.3329
C15 1.8851 -1.4582 1.9722
C16 3.3626 -1.1943 2.2835
C17 4.1644 -0.8581 1.0173
C18 3.2648 -0.4484 -0.1603
N5 -1.5699 -0.6764 -0.2134
O2 -1.9694 1.4677 -2.1099
H1 -2.5342 4.1465 -4.0015
H2 -2.7438 4.0558 -2.2416
H3 -3.8205 3.1504 -3.2992
H4 -0.5484 2.4554 -4.8691
H5 0.4913 0.1782 -3.8185
H6 -0.6816 -3.0780 1.8262
H7 -2.3856 -2.6582 1.5540
H8 -0.8616 0.4709 3.5369
H9 -1.1305 2.0974 1.4974
H10 0.2394 3.1090 -0.2907
H11 2.2596 1.9427 -1.0978
H12 1.8055 -2.3054 1.2852
H13 1.3500 -1.7009 2.8920
H14 3.4140 -0.3581 2.9842
H15 3.7910 -2.0657 2.7801
H16 4.7619 -1.7180 0.7109
H17 4.8558 -0.0434 1.2380
H18 3.8410 0.1179 -0.8925
H19 2.8910 -1.3496 -0.6558

Computed, not measured: one molecule with the formula C18H19NO4S, with the ωB97M-V functional and the def2-TZVPD basis.

Summary:
Strongest force on any atom in eV Å⁻¹: 1.0
Energy relative to the best compared isomer or geometry (same formula, charge and spin) in kcal per mole: 19.9
Frontier orbital gap in hartree: 0.3232
LUMO energy in eV: 0.24

Cartesian coordinates (Å):
C1 -3.8047 -4.1864 -0.8069
C2 -3.9826 -2.6787 -0.7232
O1 -2.7912 -2.1410 -0.1754
C3 -2.6721 -0.8019 -0.0218
C4 -3.6669 0.1247 -0.3279
C5 -3.4422 1.4722 -0.1375
C6 -2.2310 1.9396 0.3692
C7 -2.0523 3.4007 0.5299
C8 -0.7120 3.8711 1.0401
O2 -2.9390 4.1825 0.2594
C9 -1.2434 1.0080 0.6880
C10 -1.4452 -0.3417 0.4886
C11 -0.3633 -1.3318 0.8120
O3 0.9123 -0.7657 0.5131
C12 1.9661 -1.5590 0.7160
O4 1.8822 -2.6806 1.1585
C13 3.2464 -0.9236 0.3376
C14 4.4159 -1.6501 0.5463
C15 5.6395 -1.1090 0.1947
C16 5.6431 0.1600 -0.3653
N1 4.5485 0.8646 -0.5731
C17 3.3710 0.3547 -0.2371
S1 1.9897 1.3682 -0.5580
C18 2.8182 2.7979 -1.3166
H1 -4.6998 -4.6416 -1.2207
H2 -2.9563 -4.4260 -1.4419
H3 -3.6213 -4.5938 0.1834
H4 -4.1597 -2.2593 -1.7225
H5 -4.8367 -2.4316 -0.0786
H6 -4.6172 -0.2000 -0.7210
H7 -4.2081 2.1928 -0.3821
H8 -0.6917 4.9580 1.0465
H9 -0.5548 3.5046 2.0521
H10 0.0862 3.4910 0.4073
H11 -0.2910 1.3204 1.0805
H12 -0.3864 -1.6073 1.8752
H13 -0.4975 -2.2500 0.2308
H14 4.3315 -2.6341 0.9837
H15 6.5583 -1.6511 0.3472
H16 6.5627 0.6450 -0.6661
H17 3.4860 3.2533 -0.5937
H18 3.3768 2.4671 -2.1849
H19 2.0322 3.4880 -1.6057

Computed, not measured: a 3-piece molecular cluster, C18H19NO9 overall, with the ωB97M-V functional and the def2-TZVPD basis.

Summary:
Strongest force on any atom in eV Å⁻¹: 9.7
Energy relative to the best compared isomer or geometry (same formula, charge and spin) in kcal per mole: 303.6
Frontier orbital gap in hartree: 0.2493
LUMO energy in eV: -1.39

Cartesian coordinates (Å):
C1 6.4620 -0.6569 -0.2066
N1 5.9271 0.2157 -1.3561
C2 6.5702 1.5841 -1.3172
C3 5.6830 2.7518 -0.5852
C4 4.2632 2.8174 -0.1452
C5 3.1770 1.6014 -0.3184
C6 3.2308 0.1635 0.4869
C7 2.0621 -0.9823 0.1434
C8 0.8705 -0.7205 -0.9971
C9 0.8109 0.7234 -1.7745
C10 1.9635 1.8455 -1.4261
C11 3.8747 4.2989 0.5080
O1 2.7436 4.7288 1.0730
O2 5.1220 5.0416 0.2399
C12 6.2837 4.2334 -0.2226
O3 7.5675 4.6444 -0.3613
H1 6.5226 0.0038 0.7762
H2 5.6125 -1.4722 -0.0117
H3 7.5034 -1.1336 -0.4466
H4 6.2975 -0.2738 -2.2262
H5 6.8283 1.8915 -2.4311
H6 7.5782 1.4795 -0.6921
H7 4.0748 -0.0609 1.2833
H8 2.0341 -2.0476 0.6610
H9 0.0535 -1.5375 -1.2624
H10 -0.0079 0.9801 -2.5912
H11 1.9204 2.8851 -2.0044
O4 -1.5806 -2.2999 -1.4503
C13 -2.3156 -1.7782 -0.6284
O5 -1.8899 -0.9624 0.3799
C14 -3.0462 -0.3902 0.9617
C15 -4.1232 -1.3673 0.6176
O6 -3.6713 -1.9354 -0.5969
H12 -2.9195 -0.2732 2.0414
H13 -3.2165 0.5947 0.5143
H14 -4.2212 -2.1618 1.3649
H15 -5.0950 -0.8848 0.4823
O7 -6.6181 -0.3913 2.3208
C16 -7.3760 -1.1878 1.7929
O8 -8.5584 -1.6033 2.3340
C17 -9.2356 -2.3350 1.3295
C18 -8.1307 -2.7906 0.4326
O9 -7.1513 -1.7807 0.5839
H16 -9.7895 -3.1709 1.7656
H17 -9.9396 -1.6683 0.8205
H18 -7.7033 -3.7480 0.7488
H19 -8.4478 -2.8703 -0.6109

Computed, not measured: C18H20As2Br4MnN4O2 as an isolated structure, with the ωB97M-V functional and the def2-TZVPD basis.

Summary:
Expectation value of S²: 0.807
Strongest force on any atom in eV Å⁻¹: 0.1
Energy relative to the best compared isomer or geometry (same formula, charge and spin) in kcal per mole: 0.0
Frontier orbital gap (spin up / spin down) in hartree: 0.2667 / 0.2677
LUMO energy (spin up / spin down) in eV: 0.17 / 0.17
Multiplicity: 2

Cartesian coordinates (Å):
Mn1 -0.4058 -1.0380 -0.3060
Br1 0.0636 -2.6254 6.3409
C1 -0.6232 -2.2085 4.6342
C2 -1.9830 -2.0047 4.4458
Br2 -3.1834 -2.1545 5.8949
C3 -2.4640 -1.6785 3.1695
Br3 -4.3168 -1.4279 2.8682
C4 -1.6109 -1.5483 2.0837
O1 -1.9759 -1.2147 0.8493
C5 -0.2265 -1.7953 2.2759
O2 0.5529 -1.6899 1.2183
C6 0.2465 -2.1023 3.5443
Br4 2.1102 -2.3563 3.7035
C7 1.7445 -1.7174 -3.4503
As1 1.6563 -1.2582 -1.5627
C8 2.9855 -2.4462 -0.7989
C9 2.6213 0.4419 -1.5454
C10 3.8500 0.6172 -2.1762
C11 4.4970 1.8412 -2.1225
C12 3.9227 2.9021 -1.4322
C13 2.7030 2.7334 -0.7976
C14 2.0484 1.5062 -0.8538
As2 0.3491 1.1718 0.0293
C15 0.7477 1.5893 1.8794
C16 -0.7263 2.6951 -0.5158
H1 2.7678 -1.6823 -3.8208
H2 1.1262 -1.0195 -4.0120
H3 1.3482 -2.7232 -3.5825
H4 3.9666 -2.2762 -1.2399
H5 2.6754 -3.4758 -0.9729
H6 3.0084 -2.2690 0.2752
H7 4.3109 -0.2046 -2.7127
H8 5.4516 1.9702 -2.6162
H9 4.4292 3.8575 -1.3876
H10 2.2642 3.5632 -0.2547
H11 1.1900 2.5798 1.9761
H12 1.4337 0.8304 2.2532
H13 -0.1763 1.5372 2.4550
H14 -0.2145 3.6344 -0.3120
H15 -1.6648 2.6681 0.0379
H16 -0.9403 2.6173 -1.5806
N1 -4.3172 0.1475 -0.0913
C17 -4.5809 0.5810 -1.3190
N2 -5.7474 1.2164 -1.5520
N3 -3.7578 0.4659 -2.3579
C18 -2.6348 -0.1407 -2.1111
N4 -1.6306 -0.6797 -1.8956
H17 -4.9821 0.2762 0.6513
H18 -3.4560 -0.3541 0.1746
H19 -6.4854 1.2151 -0.8731
H20 -5.9670 1.4333 -2.5074

Computed, not measured: a 2-piece molecular cluster, C18H20BCl4NO overall, with the ωB97M-V functional and the def2-TZVPD basis.

Summary:
Strongest force on any atom in eV Å⁻¹: 2.7
Frontier orbital gap in hartree: 0.2091
LUMO energy in eV: -2.58

Cartesian coordinates (Å):
Cl1 -0.2097 1.2523 -5.0604
B1 0.5986 1.4276 -3.3884
Cl2 2.3002 2.1568 -3.4718
Cl3 -0.5646 2.4382 -2.2707
O1 0.6967 0.0495 -2.7978
C1 1.4290 -0.3803 -1.8327
C2 2.3228 -1.4885 -2.1068
C3 3.4489 -1.7945 -1.2888
C4 4.0990 -3.0230 -1.4191
C5 3.6029 -3.9713 -2.3346
Cl4 4.2552 -5.5516 -2.3702
C6 2.6374 -3.6021 -3.2855
C7 2.0163 -2.3565 -3.1891
H1 1.3642 0.0843 -0.8093
H2 3.7721 -1.0521 -0.5571
H3 4.9397 -3.2944 -0.7852
H4 2.3420 -4.3068 -4.0594
H5 1.2236 -2.0858 -3.8835
C8 1.8727 2.4341 2.8780
C9 1.1399 2.1997 4.0547
C10 -0.2300 1.9336 3.9875
C11 -0.8623 1.8805 2.7367
C12 -2.2916 1.4047 2.5861
C13 -2.3850 0.1823 1.6297
C14 -3.8756 -0.2055 1.4298
C15 -4.0840 -0.3081 -0.0919
C16 -2.6445 -0.4004 -0.6643
N1 -1.8129 0.2848 0.3095
C17 -0.1469 2.1991 1.5758
C18 1.2269 2.4251 1.6355
H6 2.9395 2.6123 2.9274
H7 1.6315 2.2123 5.0230
H8 -0.8268 1.7488 4.8894
H9 -2.6970 1.0757 3.5688
H10 -2.9462 2.2187 2.1915
H11 -1.8375 -0.6440 2.1314
H12 -3.9798 -1.1985 1.8907
H13 -4.5737 0.4838 1.9241
H14 -4.6951 -1.1810 -0.3434
H15 -4.5835 0.5801 -0.5043
H16 -2.3644 -1.4730 -0.7692
H17 -2.5220 0.1005 -1.6258
H18 -0.8120 0.1405 0.2250
H19 -0.6723 2.2143 0.6152
H20 1.7583 2.5775 0.6995

Repeat the second record exactly.
Computed, not measured: one molecule with the formula C18H19NO4S, with the ωB97M-V functional and the def2-TZVPD basis.

Summary:
Strongest force on any atom in eV Å⁻¹: 1.0
Energy relative to the best compared isomer or geometry (same formula, charge and spin) in kcal per mole: 19.9
Frontier orbital gap in hartree: 0.3232
LUMO energy in eV: 0.24

Cartesian coordinates (Å):
C1 -3.8047 -4.1864 -0.8069
C2 -3.9826 -2.6787 -0.7232
O1 -2.7912 -2.1410 -0.1754
C3 -2.6721 -0.8019 -0.0218
C4 -3.6669 0.1247 -0.3279
C5 -3.4422 1.4722 -0.1375
C6 -2.2310 1.9396 0.3692
C7 -2.0523 3.4007 0.5299
C8 -0.7120 3.8711 1.0401
O2 -2.9390 4.1825 0.2594
C9 -1.2434 1.0080 0.6880
C10 -1.4452 -0.3417 0.4886
C11 -0.3633 -1.3318 0.8120
O3 0.9123 -0.7657 0.5131
C12 1.9661 -1.5590 0.7160
O4 1.8822 -2.6806 1.1585
C13 3.2464 -0.9236 0.3376
C14 4.4159 -1.6501 0.5463
C15 5.6395 -1.1090 0.1947
C16 5.6431 0.1600 -0.3653
N1 4.5485 0.8646 -0.5731
C17 3.3710 0.3547 -0.2371
S1 1.9897 1.3682 -0.5580
C18 2.8182 2.7979 -1.3166
H1 -4.6998 -4.6416 -1.2207
H2 -2.9563 -4.4260 -1.4419
H3 -3.6213 -4.5938 0.1834
H4 -4.1597 -2.2593 -1.7225
H5 -4.8367 -2.4316 -0.0786
H6 -4.6172 -0.2000 -0.7210
H7 -4.2081 2.1928 -0.3821
H8 -0.6917 4.9580 1.0465
H9 -0.5548 3.5046 2.0521
H10 0.0862 3.4910 0.4073
H11 -0.2910 1.3204 1.0805
H12 -0.3864 -1.6073 1.8752
H13 -0.4975 -2.2500 0.2308
H14 4.3315 -2.6341 0.9837
H15 6.5583 -1.6511 0.3472
H16 6.5627 0.6450 -0.6661
H17 3.4860 3.2533 -0.5937
H18 3.3768 2.4671 -2.1849
H19 2.0322 3.4880 -1.6057